No. 1
{
  "formula": "C20H31N3OS",
  "method": "the ωB97M-V functional and the def2-TZVPD basis",
  "elements": ["C", "C", "C", "C", "C", "C", "C", "N", "C", "S", "N", "C", "C", "C", "N", "C", "C", "C", "C", "C", "C", "O", "C", "C", "C", "H", "H", "H", "H", "H", "H", "H", "H", "H", "H", "H", "H", "H", "H", "H", "H", "H", "H", "H", "H", "H", "H", "H", "H", "H", "H", "H", "H", "H", "H", "H"],
  "xyz": [[-0.39627, 2.53285, -1.92377], [-1.58498, 2.34709, -1.03187], [-2.13961, 3.39817, -0.31743], [-3.23850, 3.18893, 0.49951], [-3.80033, 1.93251, 0.65185], [-4.98327, 1.70790, 1.54423], [-3.23310, 0.86452, -0.05525], [-3.78643, -0.41399, 0.09619], [-3.22970, -1.59848, -0.31855], [-4.21100, -2.69683, -1.08452], [-1.94239, -1.84835, -0.01676], [-1.24636, -1.13850, 1.04430], [0.13183, -1.73830, 1.28165], [0.89662, -1.73320, -0.05317], [2.28120, -2.17967, 0.01489], [2.48342, -3.42687, 0.72409], [3.21469, -1.16443, 0.46357], [3.29545, 0.03487, -0.49274], [4.63559, 0.78477, -0.35978], [4.22478, 2.25585, -0.37090], [2.84975, 2.17229, 0.28401], [2.26865, 0.99558, -0.24020], [0.11845, -2.55355, -1.10386], [-1.25656, -2.98177, -0.59470], [-2.15240, 1.08720, -0.90109], [-0.61069, 2.16357, -2.92545], [-0.12013, 3.58223, -1.99102], [0.45173, 1.96909, -1.53480], [-1.71842, 4.38913, -0.40302], [-3.66445, 4.02245, 1.03971], [-4.79440, 0.88567, 2.23349], [-5.86751, 1.45666, 0.95613], [-5.20312, 2.60352, 2.11916], [-4.79889, -0.43866, 0.07545], [-1.85379, -1.18017, 1.95767], [-1.11648, -0.08392, 0.77638], [0.65566, -1.11800, 2.01056], [0.05293, -2.74617, 1.68823], [0.93392, -0.69359, -0.38509], [2.44761, -3.31536, 1.81786], [3.46197, -3.82661, 0.45496], [1.72754, -4.14768, 0.42268], [4.20062, -1.63644, 0.49264], [2.98572, -0.79178, 1.47774], [3.14084, -0.33409, -1.51394], [5.32227, 0.52862, -1.16256], [5.10453, 0.53767, 0.59389], [4.91294, 2.89687, 0.17432], [4.12669, 2.61949, -1.39401], [2.18824, 3.00547, 0.04362], [2.94687, 2.09682, 1.37732], [0.68873, -3.43918, -1.38128], [-0.00734, -1.95588, -2.00711], [-1.16913, -3.78588, 0.14463], [-1.86779, -3.35848, -1.41721], [-1.75622, 0.26600, -1.48066]],
  "atomic_forces_ev_per_a": [[0.019, -0.029, 0.017], [-0.095, 0.019, 0.072], [0.043, 0.013, -0.036], [0.023, -0.068, -0.042], [0.018, -0.102, 0.020], [0.085, -0.009, -0.057], [0.369, 0.501, -0.118], [-0.166, 0.106, 0.399], [-0.115, -0.455, -0.060], [-0.444, -0.261, -0.254], [-0.295, 0.400, -0.141], [0.164, 0.325, 0.506], [0.110, 0.157, -0.283], [-0.138, -0.079, -0.013], [0.227, 0.071, -0.012], [0.056, 0.107, -0.064], [-0.115, 0.157, -0.402], [0.324, -0.431, 0.045], [-0.230, 0.088, -0.007], [-0.207, -0.101, 0.060], [0.188, 0.300, 0.094], [-0.164, -0.004, 0.005], [-0.164, 0.042, 0.267], [0.247, -0.374, -0.501], [-0.227, 0.110, -0.019], [0.035, 0.011, -0.102], [0.051, 0.072, -0.047], [0.111, -0.008, -0.038], [0.060, 0.101, -0.025], [-0.059, 0.066, 0.071], [-0.058, -0.060, 0.071], [-0.135, -0.034, 0.046], [-0.056, 0.032, 0.030], [0.204, -0.150, -0.073], [0.042, 0.061, -0.099], [0.013, -0.164, 0.138], [-0.030, -0.013, 0.071], [0.031, -0.030, 0.067], [-0.119, -0.123, 0.049], [-0.047, -0.048, 0.026], [0.005, -0.077, 0.060], [-0.046, -0.124, 0.021], [0.012, 0.042, 0.070], [0.102, 0.039, 0.031], [0.040, 0.009, 0.113], [0.063, -0.061, 0.015], [0.055, -0.037, 0.028], [0.046, 0.063, -0.009], [0.003, 0.058, -0.009], [0.023, -0.003, 0.054], [-0.018, 0.046, -0.067], [0.020, -0.029, -0.024], [0.013, -0.020, -0.077], [-0.065, 0.011, -0.062], [0.122, 0.012, 0.235], [0.069, -0.123, -0.039]],
  "lowdin_charge": [-0.0383, -0.2678, -0.0488, -0.0410, -0.2187, -0.0446, -0.2159, 0.0522, -0.8322, 0.6365, -0.1061, -0.1303, -0.1154, -0.3077, -0.1856, -0.0896, -0.1501, -0.2987, -0.1283, -0.1495, -0.1984, -0.1496, -0.0944, -0.1897, -0.0011, 0.0849, 0.0764, 0.0595, 0.1055, 0.1090, 0.0818, 0.0847, 0.0765, 0.1089, 0.1374, 0.1100, 0.1220, 0.1109, 0.1250, 0.0891, 0.0873, 0.0830, 0.1250, 0.1353, 0.1563, 0.1161, 0.1141, 0.1115, 0.1153, 0.1181, 0.1248, 0.1106, 0.1164, 0.1299, 0.0618, 0.1261],
  "lumo_ev": 0.73,
  "charge": 0,
  "smiles": "Cc1ccc(C)c(NC(=S)N2CCC(N(C)C[C@@H]3CCCO3)CC2)c1",
  "de_lowest_kcal_mol": 14.1
}

No. 2
{
  "formula": "C20H31N5O4",
  "method": "the ωB97M-V functional and the def2-TZVPD basis",
  "elements": ["C", "C", "C", "C", "N", "N", "C", "C", "C", "O", "N", "C", "C", "C", "N", "C", "C", "O", "C", "C", "O", "N", "C", "C", "C", "C", "C", "C", "O", "H", "H", "H", "H", "H", "H", "H", "H", "H", "H", "H", "H", "H", "H", "H", "H", "H", "H", "H", "H", "H", "H", "H", "H", "H", "H", "H", "H", "H", "H", "H"],
  "xyz": [[0.03556, 5.33425, -0.51684], [1.26745, 4.45245, -0.69319], [0.88748, 3.03424, -1.09705], [2.19405, 4.51920, 0.54452], [2.42489, 3.27548, 1.21586], [1.42918, 2.68871, 2.00965], [1.95352, 1.45098, 2.40251], [1.10255, 0.58190, 3.25916], [1.76045, -0.76384, 3.49859], [2.63828, -0.90371, 4.32907], [1.30044, -1.77881, 2.73327], [0.03399, -2.03465, 2.03246], [0.59389, -3.43441, 1.67669], [0.71457, -3.74183, 0.19430], [-0.56211, -3.98006, -0.45550], [-1.10063, -5.31792, -0.30778], [-1.17486, -2.95336, -1.09445], [-0.66266, -1.83749, -1.11723], [-2.51026, -3.24741, -1.76363], [-3.16534, -2.16453, -2.61812], [-3.87891, -2.50587, -3.54592], [-2.97442, -0.88298, -2.25199], [-3.53680, 0.20708, -2.98553], [-3.15667, 1.59064, -2.56911], [-2.63866, 1.02848, -3.86295], [1.92324, -3.05300, 2.37399], [3.17159, 1.26556, 1.87220], [3.51869, 2.45357, 1.08397], [4.51173, 2.69641, 0.42086], [-0.58660, 4.97814, 0.31008], [0.31329, 6.36949, -0.30732], [-0.57753, 5.33422, -1.41937], [1.83384, 4.86931, -1.53171], [0.28304, 2.54599, -0.32985], [0.31069, 3.04840, -2.02298], [1.77264, 2.41901, -1.26741], [3.17638, 4.88489, 0.25013], [1.81945, 5.24893, 1.27268], [1.15788, 3.34447, 2.73564], [0.92048, 1.05062, 4.22936], [0.13211, 0.46318, 2.76960], [-0.82404, -2.04128, 2.70546], [-0.12146, -1.37692, 1.17835], [0.07280, -4.24231, 2.18922], [1.21700, -2.91473, -0.30659], [1.34616, -4.62418, 0.05210], [-2.05295, -5.43638, -0.80917], [-0.40578, -6.04936, -0.72695], [-1.24819, -5.55835, 0.74773], [-2.40205, -4.10963, -2.42089], [-3.23225, -3.53018, -0.99165], [-2.19693, -0.70583, -1.63079], [-4.54818, 0.03062, -3.31485], [-3.91774, 2.35667, -2.60095], [-2.47125, 1.70375, -1.73888], [-1.59997, 0.73569, -3.92415], [-3.03778, 1.39384, -4.79869], [2.77886, -2.91187, 1.71201], [2.18246, -3.65719, 3.24235], [3.80539, 0.40192, 1.97972]],
  "atomic_forces_ev_per_a": [[-0.075, -0.030, 0.094], [-0.028, 0.186, -0.315], [0.022, -0.158, 0.059], [-0.005, 0.244, -0.057], [0.174, 0.022, 0.341], [0.093, 0.156, -0.619], [0.153, 0.412, 0.148], [-0.402, -0.127, 0.217], [-0.253, -0.142, 0.392], [0.360, 0.011, -0.329], [0.113, 0.142, -0.233], [0.469, 0.171, 0.052], [-0.025, -0.172, -0.365], [0.383, 0.091, 0.050], [-0.130, -0.116, -0.002], [0.041, -0.143, 0.044], [-0.082, 0.268, -0.033], [-0.082, 0.000, -0.004], [0.198, -0.079, 0.043], [0.020, -0.019, -0.249], [-0.061, 0.000, 0.084], [0.013, -0.025, 0.283], [0.125, 0.066, -0.036], [-0.064, 0.102, 0.140], [-0.012, -0.038, -0.323], [-0.478, 0.171, 0.602], [-0.097, -0.143, -0.041], [-0.016, -0.223, 0.077], [-0.049, 0.109, -0.120], [0.011, -0.010, -0.005], [0.006, -0.015, 0.025], [-0.003, -0.015, -0.001], [0.035, 0.017, 0.039], [0.003, 0.017, 0.007], [-0.007, 0.037, -0.011], [-0.005, 0.005, 0.008], [0.094, -0.169, 0.015], [-0.117, -0.073, -0.028], [-0.122, -0.298, 0.236], [0.084, 0.013, -0.001], [0.026, 0.023, 0.011], [-0.078, 0.065, -0.080], [-0.191, -0.078, -0.049], [-0.009, 0.027, 0.058], [-0.097, 0.039, -0.030], [-0.093, -0.062, 0.019], [-0.020, 0.066, -0.017], [0.004, 0.011, 0.000], [0.003, 0.003, -0.004], [-0.075, 0.011, -0.017], [-0.018, 0.013, -0.033], [0.041, -0.038, 0.015], [-0.026, -0.068, -0.031], [-0.037, -0.001, -0.055], [0.100, -0.072, -0.039], [0.033, -0.031, 0.146], [-0.075, 0.087, 0.044], [0.061, -0.143, 0.010], [0.191, -0.084, -0.101], [-0.021, -0.013, -0.028]],
  "lowdin_charge": [-0.0883, -0.3954, -0.0735, -0.1075, -0.0791, 0.0969, -0.2336, -0.0316, -0.4724, 0.0788, -0.0306, -0.0669, -0.2194, -0.1284, -0.0927, -0.0307, -0.4141, 0.0312, -0.0025, -0.4814, 0.0595, 0.1103, -0.2869, -0.1029, -0.0891, -0.0583, 0.0916, -0.4577, 0.0420, 0.0790, 0.0752, 0.0750, 0.1295, 0.0676, 0.0751, 0.0831, 0.1283, 0.1217, 0.1576, 0.1344, 0.1167, 0.1244, 0.1084, 0.1336, 0.1334, 0.1337, 0.0775, 0.0982, 0.0920, 0.1268, 0.1387, 0.1154, 0.1444, 0.0966, 0.0931, 0.1029, 0.0967, 0.1283, 0.1223, 0.1232],
  "lumo_ev": 0.33,
  "charge": 0,
  "smiles": "CC(C)Cn1[nH]c(CC(=O)N2CC(CN(C)C(=O)CC(=O)NC3CC3)C2)cc1=O",
  "de_lowest_kcal_mol": 44.1
}